1.
{"formula": "C9H14S", "method": "ωB97M-V/def2-TZVPD", "e_tot_ha": -749.5080, "gap_ev": 9.3, "smiles": "Cc1ccccc1.CSC", "multiplicity": 1, "homo_ev": -8.363, "species": ["C", "C", "C", "C", "C", "C", "C", "H", "H", "H", "H", "H", "H", "H", "H", "C", "S", "C", "H", "H", "H", "H", "H", "H"], "coordinates": [[2.00287, 1.46108, 0.04539], [1.51526, 0.12060, -0.39357], [1.86870, -1.02326, 0.32163], [1.42686, -2.27051, -0.12374], [0.59698, -2.38479, -1.22536], [0.25006, -1.25035, -1.94683], [0.69302, -0.00525, -1.50840], [2.29464, 1.61669, 1.08609], [1.25485, 2.22737, -0.17329], [2.93291, 1.74531, -0.46505], [2.55888, -0.95435, 1.15179], [1.65649, -3.16065, 0.45010], [0.27858, -3.37138, -1.53595], [-0.37910, -1.30325, -2.82479], [0.28986, 0.87800, -1.99114], [-1.68025, -0.36468, 1.40988], [-2.93162, 0.84787, 1.96216], [-2.64953, 2.07811, 0.66717], [-0.66067, 0.01265, 1.43176], [-1.82020, -1.21509, 2.07158], [-1.86596, -0.71430, 0.39207], [-1.64976, 2.50571, 0.80477], [-3.34487, 2.90961, 0.71203], [-2.63801, 1.61486, -0.31830]]}

***

2.
{"formula": "C2H6Se", "method": "ωB97M-V/def2-TZVPD", "e_tot_ha": -2481.0638, "gap_ev": [8.0, 8.0], "multiplicity": 1, "homo_ev": [-7.968, -7.978], "species": ["C", "C", "Se", "H", "H", "H", "H", "H", "H"], "coordinates": [[-0.47528, 1.25946, 0.57728], [0.40181, -1.29721, -0.24197], [-1.17971, -0.57569, 0.42307], [-1.47398, 1.95481, 0.61785], [0.06767, 1.19059, 1.53216], [0.12493, 1.38248, -0.36330], [0.57994, -2.42725, -0.45141], [0.66396, -0.73104, -2.15957], [1.29067, -0.75613, 0.06589]]}

***

3.
{"formula": "C18H11BF12IrN3O8S2", "method": "ωB97M-V/def2-TZVPD", "e_tot_ha": -3583.1137, "gap_ev": 7.3, "multiplicity": 1, "homo_ev": -2.807, "total_charge": -2, "species": ["Ir", "O", "C", "O", "C", "C", "N", "N", "C", "C", "O", "O", "H", "H", "H", "F", "C", "F", "F", "S", "O", "O", "N", "S", "O", "O", "C", "F", "F", "F", "F", "C", "F", "H", "F", "B", "F", "F", "F", "C", "C", "C", "C", "C", "C", "C", "C", "C", "C", "H", "H", "H", "H", "H", "H", "H"], "coordinates": [[-0.05476, -0.58718, 0.38535], [4.48331, -4.32778, 0.18614], [4.83266, -3.33065, 0.97932], [5.89647, -3.31801, 1.56250], [3.87586, -2.20389, 1.11148], [4.13561, -1.04751, 1.81960], [3.06965, -0.24968, 1.68944], [2.11701, -0.81719, 0.96211], [2.57898, -1.99838, 0.59179], [1.68256, -2.83148, -0.25905], [2.07274, -3.93564, -0.66252], [0.53654, -2.33445, -0.50464], [3.58674, -4.16472, -0.25946], [5.01808, -0.75204, 2.35922], [2.89091, 0.68406, 2.04894], [2.78910, 4.44306, 1.12781], [1.50377, 4.11612, 1.27429], [1.13788, 3.32766, 0.28254], [0.77973, 5.24521, 1.22973], [1.27335, 3.28974, 2.90462], [2.07723, 2.10351, 2.80725], [1.64053, 4.27883, 3.87221], [-0.26595, 3.02586, 3.00996], [-1.23644, 1.97220, 2.39435], [-1.92813, 1.24199, 3.40612], [-0.83671, 1.25430, 1.19158], [-2.51856, 3.10036, 1.69511], [-3.48351, 2.38154, 1.12623], [-2.01626, 3.93386, 0.79268], [-3.06307, 3.82618, 2.68001], [-1.76814, -1.74323, 2.45208], [-0.48424, -1.68844, 1.97171], [0.25537, -1.20633, 3.06157], [-0.16739, -2.73049, 1.84252], [0.14285, 2.21576, -2.70745], [1.33217, 1.63258, -2.29082], [1.81558, 0.72096, -3.23873], [2.29871, 2.59478, -2.00200], [1.07639, 0.89326, -1.05691], [-2.30454, -1.49418, -4.65784], [-1.02369, -1.42230, -4.07305], [-0.88591, -1.18183, -2.73643], [-2.00718, -0.97659, -1.89043], [-1.88065, -0.70380, -0.48086], [-3.04394, -0.46946, 0.21708], [-4.31862, -0.51845, -0.38623], [-4.45038, -0.80721, -1.71096], [-3.29476, -1.03564, -2.49432], [-3.41073, -1.30596, -3.88186], [-2.40738, -1.68701, -5.72012], [-0.13547, -1.53414, -4.68147], [0.10967, -1.12554, -2.32885], [-2.99540, -0.22747, 1.26745], [-5.19647, -0.32478, 0.22179], [-5.42572, -0.85388, -2.18515], [-4.40547, -1.34650, -4.31540]]}